No. 1
Formula: C17H19BCl3NO
Source: the OMol25 dataset
Level of theory: ωB97M-V/def2-TZVPD

Cartesian coordinates (Å):
Cl  -3.078  -0.092  -3.196
B  -3.117  0.307  -1.402
Cl  -4.857  0.613  -0.774
Cl  -2.288  -1.046  -0.396
O  -2.321  1.558  -1.210
C  -2.139  2.095  -0.063
C  -1.366  3.292  0.053
C  -1.219  3.872  1.335
C  -0.477  5.035  1.490
C  0.125  5.648  0.381
C  -0.031  5.080  -0.895
C  -0.766  3.919  -1.073
H  -2.607  1.659  0.829
H  -1.708  3.372  2.170
H  -0.361  5.475  2.482
H  0.710  6.560  0.509
H  0.434  5.557  -1.758
H  -0.899  3.476  -2.061
C  -1.742  -0.756  3.271
C  -0.318  -1.234  3.014
C  0.572  -1.341  4.238
N  0.025  -1.500  1.826
C  1.365  -2.056  1.516
C  1.477  -2.278  0.036
C  1.330  -1.190  -0.823
C  1.408  -1.384  -2.204
C  1.640  -2.671  -2.718
C  1.774  -3.762  -1.846
C  1.697  -3.565  -0.465
H  -1.881  -0.553  4.333
H  -1.957  0.151  2.692
H  -2.469  -1.514  2.950
H  0.013  -1.031  5.122
H  0.927  -2.371  4.386
H  1.457  -0.697  4.133
H  2.153  -1.333  1.805
H  1.585  -3.016  2.014
H  1.121  -0.206  -0.396
H  1.283  -0.528  -2.871
H  1.709  -2.822  -3.798
H  1.937  -4.770  -2.240
H  1.793  -4.387  0.249

Properties
Kohn-Sham gap, eV: 6.623
LUMO energy, eV: -2.09
Multiplicity: 1

No. 2
Formula: C17H19BrMoN2O2S
Source: the OMol25 dataset
Level of theory: ωB97M-V/def2-TZVPD

Cartesian coordinates (Å):
Mo  -0.148  0.639  -0.398
C  0.958  3.976  -0.480
C  0.030  3.018  0.197
C  0.429  2.320  1.364
C  -0.392  1.387  1.997
C  0.054  0.643  3.218
C  -1.674  1.164  1.434
C  -2.174  1.950  0.376
C  -3.604  1.882  -0.051
C  -1.268  2.796  -0.295
H  0.824  4.964  -0.031
H  0.740  4.057  -1.543
H  1.999  3.687  -0.343
H  1.434  2.475  1.738
H  -0.216  1.230  4.099
H  1.132  0.498  3.228
H  -0.441  -0.323  3.298
H  -2.324  0.428  1.892
H  -4.098  2.776  0.343
H  -4.116  1.018  0.365
H  -3.706  1.906  -1.135
H  -1.592  3.316  -1.189
C  2.485  -4.304  0.133
C  1.179  -3.611  -0.118
C  0.018  -4.296  -0.457
C  -1.165  -3.613  -0.696
C  -1.140  -2.241  -0.588
Br  -2.697  -1.223  -0.879
N  -0.040  -1.548  -0.277
C  1.098  -2.229  -0.046
H  2.336  -5.368  0.302
H  2.982  -3.889  1.009
H  3.149  -4.188  -0.725
H  0.031  -5.376  -0.537
H  -2.076  -4.129  -0.959
H  1.968  -1.635  0.189
O  1.141  -0.982  -2.927
C  0.271  -0.224  -3.209
O  -0.385  0.543  -2.267
H  -0.118  0.003  -4.206
S  4.451  0.996  -0.781
C  2.930  0.824  -0.600
N  1.736  0.684  -0.446

Properties
Kohn-Sham gap (alpha / beta), eV: 6.470 / 7.111
LUMO energy (alpha / beta), eV: -8.71 / -8.63
Multiplicity: 3
Net charge: +2

No. 3
Formula: C17H19Cl4F5O15
Source: the OMol25 dataset
Level of theory: ωB97M-V/def2-TZVPD

Cartesian coordinates (Å):
C  24.013  4.098  2.407
C  25.310  3.632  3.093
O  26.149  3.413  1.986
C  25.386  3.171  0.883
O  25.702  2.623  -0.123
O  24.119  3.450  1.162
F  25.069  2.493  3.796
H  23.895  5.176  2.304
H  23.166  3.732  2.987
H  25.720  4.394  3.750
C  26.004  4.318  -3.807
C  27.188  3.400  -3.456
O  28.182  4.329  -3.152
C  27.942  5.461  -3.856
O  28.779  6.254  -4.157
O  26.692  5.463  -4.340
F  27.592  2.682  -4.548
H  25.472  4.660  -2.917
H  25.313  3.875  -4.517
H  26.995  2.728  -2.622
C  24.012  7.281  -1.357
C  23.682  8.683  -0.979
O  22.427  8.456  -0.320
C  22.636  7.349  0.414
O  22.038  7.026  1.383
O  23.602  6.576  -0.164
F  23.551  9.516  -2.027
H  25.045  7.060  -1.602
H  23.359  7.026  -2.197
H  24.321  9.118  -0.203
C  23.722  5.410  8.035
C  23.363  5.223  6.568
O  24.408  4.374  6.124
C  25.457  4.461  6.950
O  26.531  3.992  6.784
O  25.116  5.199  8.028
F  23.560  6.406  5.862
H  23.231  4.662  8.662
H  23.465  6.412  8.371
H  22.378  4.901  6.235
C  28.176  6.490  1.333
C  27.401  7.426  0.412
O  26.260  7.798  1.145
C  26.152  7.015  2.234
O  25.258  7.001  3.013
O  27.261  6.282  2.390
F  27.068  6.772  -0.744
H  29.059  6.994  1.721
H  28.409  5.576  0.790
H  28.008  8.283  0.122
C  19.005  4.323  4.692
Cl  20.538  4.714  3.878
Cl  18.038  5.815  4.855
H  18.406  3.665  4.075
H  19.175  3.878  5.665
C  22.624  0.362  0.438
Cl  22.304  -1.316  0.018
Cl  21.127  1.304  0.488
H  23.022  0.428  1.448
H  23.347  0.876  -0.188

Properties
Kohn-Sham gap, eV: 11.035
LUMO energy, eV: 0.20
Multiplicity: 1

No. 4
Formula: C17H19ClN2O3
Source: the OMol25 dataset
Level of theory: ωB97M-V/def2-TZVPD

Cartesian coordinates (Å):
C  4.727  -1.045  -3.786
C  5.175  -2.152  -2.844
H  5.836  -1.750  -2.070
H  5.677  -2.955  -3.386
O  4.054  -2.784  -2.210
C  3.555  -2.199  -1.131
O  3.979  -1.193  -0.622
C  2.383  -2.983  -0.568
N  1.851  -2.281  0.571
C  0.535  -2.275  0.852
O  -0.266  -2.962  0.244
C  0.068  -1.369  1.996
C  -0.879  -0.382  1.394
C  -0.742  0.977  1.395
C  -1.874  1.500  0.704
C  -2.301  2.790  0.393
C  -3.474  2.921  -0.315
C  -4.235  1.822  -0.724
C  -3.828  0.540  -0.422
C  -2.648  0.382  0.292
N  -2.026  -0.746  0.742
H  -2.247  -1.700  0.502
H  -4.410  -0.314  -0.734
H  -5.145  1.989  -1.277
Cl  -4.044  4.509  -0.722
H  -1.735  3.656  0.698
C  0.426  1.671  2.012
C  1.587  0.679  2.110
C  1.133  -0.612  2.799
H  0.691  -0.341  3.761
H  1.985  -1.262  3.009
H  1.952  0.467  1.103
H  2.407  1.122  2.677
H  0.164  2.038  3.010
H  0.714  2.535  1.409
H  -0.491  -2.033  2.669
H  2.475  -1.596  0.973
H  2.733  -3.986  -0.293
H  1.601  -3.102  -1.325
H  4.032  -1.437  -4.524
H  5.592  -0.633  -4.297
H  4.239  -0.252  -3.226

Properties
Kohn-Sham gap, eV: 8.465
LUMO energy, eV: 0.66
Multiplicity: 1

Short version: ΔE to the lowest compared entry with this formula, charge and spin = 29.7 14.2 0.0 0.0 kJ/mol, in the order given.